1.
Here is a single C12H17NO molecule at a distorted geometry from the OMol25 dataset. Energies are from ωB97M-V with the def2-TZVPD basis set.

The geometry in XYZ format:
```
31
Properties=species:S:1:pos:R:3:mulliken_charge:R:1
H 0.73319 -1.83375 1.77769 0.40
H -0.19348 2.83943 1.63501 0.34
C 1.51883 -0.65244 0.16612 0.82
O 3.47730 -1.92677 -0.35162 -0.61
H -1.08512 2.81745 0.06563 0.44
H -1.84570 2.24750 1.35178 0.46
H -1.31381 -2.58139 0.98538 0.07
C 0.65459 -1.78067 0.73278 -1.38
H -4.07443 -0.86758 -0.36206 0.23
C -0.34832 0.76158 0.81272 0.86
N -2.16207 0.14217 -0.96877 -0.54
H 3.06975 -2.48072 0.45158 0.40
H -0.89934 -1.99090 -0.74709 0.43
H 3.45514 2.56482 -1.07906 0.47
H -2.83096 0.91773 -1.02177 0.35
C 3.53292 0.45855 -0.50475 -0.69
C -1.63449 -0.17156 0.30286 0.03
C -0.93090 -1.58230 0.29493 -1.12
H 0.88672 2.83734 -0.55859 0.19
H -2.94815 -1.84315 -1.49813 0.31
H -0.47322 0.25055 1.81305 0.40
H 4.56234 0.25370 -0.65207 0.43
H 0.90900 -2.80043 0.26241 0.46
H -2.28283 -0.10918 1.14066 0.56
H -3.72238 -0.12831 -2.09064 0.29
C 2.80025 -0.77680 -0.21602 0.01
C 2.90870 1.74126 -0.75251 -0.82
C -3.29583 -0.87576 -1.26640 -0.76
C -0.83550 2.16373 0.90653 -2.03
C 0.92164 0.60005 -0.07123 0.46
C 1.44618 1.80584 -0.55841 -0.47
```

Kohn-Sham gap: 8.93 eV
SMILES: CN[C@H]1CCc2c(O)cccc2[C@H]1C



2.
Here is a molecular structure, C20H31MgO3 at a distorted geometry from the OMol25 dataset. Energies are from ωB97M-V with the def2-TZVPD basis set.

The geometry in XYZ format:
```
55
Properties=species:S:1:pos:R:3:mulliken_charge:R:1
C -2.32343 -0.21190 -0.52645 -0.29
H 1.22950 1.96895 1.27616 0.45
O -1.30818 -0.13508 -2.96918 -0.41
C -1.15602 -1.86349 0.52298 -0.65
H 1.35285 -3.32253 -7.77036 0.29
H 2.94839 -2.31101 -5.58715 0.32
C -1.71574 1.16112 -3.58065 1.81
C -0.31185 -0.25607 -4.04132 -0.66
H -0.43956 -1.93548 3.25985 0.35
H 1.48623 -0.64579 -8.82190 0.28
C 2.43788 0.53130 0.08268 -0.50
C 0.98321 -1.15777 -7.99148 -0.65
H 0.69030 -0.61106 -3.68909 -0.05
C 1.81023 -2.36695 -7.49653 -0.42
C 1.82371 2.58124 -0.78705 -0.48
H -2.70307 -2.35211 -1.02090 0.30
C 3.00551 0.64409 -1.22794 -0.86
C 0.06131 -0.94280 3.33036 -0.88
H -2.75371 1.89133 -1.88380 0.18
H 2.82673 -2.32254 -7.91164 0.23
H 0.35500 1.83335 -3.63964 -0.10
H 2.67063 -0.23182 0.81970 0.41
H 3.73340 -0.03833 -1.66274 0.41
C -1.95561 2.24049 -2.55435 -1.25
C -2.12568 -1.62652 -0.43141 -0.72
H -1.04860 2.49524 -1.95852 -0.05
H 1.29381 -2.92771 -5.41995 0.24
H -0.57817 -0.28807 3.96070 0.30
H 1.44714 3.59681 -0.85352 0.46
H -2.67885 -0.03850 -5.16815 0.33
C 2.60266 1.90765 -1.76950 -0.82
H -2.25813 3.16905 -3.06277 0.51
H -1.78975 -0.45154 2.00257 0.23
H -1.20160 1.52181 0.30450 0.55
O 1.53633 -0.84196 -5.59403 -0.20
Mg 0.85063 0.29723 -1.54692 0.52
H -3.63338 0.29591 -3.68880 0.27
H 0.02466 -1.51517 -8.36975 0.25
C 0.83465 -0.25348 -6.75335 -0.08
O 0.23383 -0.35385 2.02145 -0.10
C -1.29156 0.44305 0.15521 -1.08
H 1.05715 -1.06286 3.78680 0.22
C -0.36893 1.26053 -4.32077 -0.25
C 1.91833 -2.17910 -5.95119 -0.60
H -0.69121 -2.79569 0.85566 0.47
H -0.24635 -0.16327 -6.52216 0.10
H 1.20278 0.78514 -6.96232 0.31
H -3.21536 0.25847 -0.94043 0.69
H -0.40451 1.69301 -5.32843 0.53
H 2.92590 2.32627 -2.72300 0.46
C -2.94870 0.76579 -4.42570 -1.58
H -3.41744 1.57910 -4.98462 0.38
C 1.70196 1.71734 0.33299 -0.44
C -0.95336 -0.53076 1.27451 -0.03
H -0.76646 -0.95855 -4.78073 0.29
```

net charge: -1
Kohn-Sham gap (spin up / spin down): 3.34 / 2.92 eV



3.
Here is a single C4H2N2OS molecule at a distorted geometry from the OMol25 dataset. Energies are from ωB97M-V with the def2-TZVPD basis set.

The geometry in XYZ format:
```
10
Properties=species:S:1:pos:R:3:mulliken_charge:R:1
H 2.83371 -1.41867 -0.36886 0.30
C 1.85653 -0.79640 -0.26857 0.05
H -0.08632 1.65513 0.66180 0.31
C -2.49170 0.69559 -0.08972 0.29
S -1.88014 -1.02954 0.13983 -0.06
C -0.21504 -0.52978 0.03854 0.34
N 1.75604 0.44881 0.12332 -0.52
O 0.69969 -1.41854 -0.33227 -0.31
C 0.39961 0.64701 0.30857 -0.04
N -2.87239 1.74640 -0.21264 -0.36
```

Kohn-Sham gap: 9.47 eV
SMILES: N#CSc1cnco1



4.
Here is a molecular structure, C35H52BClN11OPbS from the OMol25 dataset. Energies are from ωB97M-V with the def2-TZVPD basis set.

The geometry in XYZ format:
```
103
Properties=species:S:1:pos:R:3:mulliken_charge:R:1
H -6.50329 1.95171 3.34446 0.23
H 1.11920 2.74168 -0.43104 0.03
S -0.34557 -2.25635 -2.34847 -0.08
C -0.99983 -2.40909 -3.88959 -0.29
H 5.37464 -3.78080 0.77872 0.36
C -2.77391 -3.26920 0.36655 -1.19
C -3.72844 -1.11231 3.18311 0.96
H 2.60268 -3.79778 -0.79119 0.43
H -3.74296 -3.31775 3.19427 0.52
H 3.98573 -2.30793 -2.24719 0.63
H 4.97718 -4.04896 -0.90611 0.56
H -5.06349 -0.07598 4.50858 0.19
H -3.39006 -0.12305 5.05189 0.24
N -0.44767 -2.03542 -5.04718 0.18
H 5.58906 -0.23516 2.24911 0.64
C -0.61069 3.43751 1.85393 -1.42
N -2.22084 -2.94942 -4.14487 -0.08
H 3.42782 0.50045 0.17114 0.37
C -1.62832 2.90742 2.62746 1.01
H -2.98135 3.45755 4.20340 0.23
H 4.39596 3.40706 -2.37802 0.46
C -6.50663 2.35981 0.07238 -1.19
C -1.31599 -2.30614 -6.18609 -0.59
H -7.33032 3.27179 2.51879 0.36
H -4.91953 0.98962 -2.69641 0.14
H 0.13006 4.15491 2.16300 0.57
H 1.38479 -1.44735 -4.29351 0.13
C 2.73287 -3.17212 0.09410 -1.42
N -3.03464 -0.92412 1.09613 -0.23
C 5.63754 2.33161 1.10574 -0.03
H 7.38130 0.16454 0.60645 0.49
H 4.60741 -0.80620 -1.58089 -0.05
N 1.12826 -0.60918 2.21025 -1.07
C -1.94400 3.15828 4.06197 -1.38
H 1.27532 -0.04460 -0.95904 0.41
N -1.80778 2.04128 0.60529 -0.50
H -7.45540 2.81624 -0.15089 0.48
C 3.24327 -0.10011 1.05928 -2.37
C 0.08635 3.04174 -0.61958 -1.12
B -3.65341 1.30025 2.18495 -1.34
Cl 3.77391 5.46417 -0.51581 -0.21
H -0.76076 -2.81970 -6.97138 0.35
Pb -2.35415 0.21383 -0.84655 1.21
C -4.16800 -0.69478 4.54511 -1.31
H -0.28870 2.46495 -1.46777 0.16
C 4.73061 3.09227 -1.39909 -0.93
H -1.76956 2.26687 4.66614 0.23
H 1.82482 -2.58127 0.20409 0.07
C -5.76503 1.54553 -2.28920 -1.35
H 4.92314 4.24564 1.77850 0.46
H -6.67364 0.99346 -2.53033 0.34
H -3.11101 -2.99540 -0.63424 0.13
C -3.13467 -2.22280 1.36354 0.48
H 6.41675 -0.45687 -0.69752 0.42
C 4.16974 -1.31884 1.10417 1.91
C -0.75924 2.85586 0.59425 0.53
H -3.41204 -2.87039 -5.88557 0.32
H -2.28563 -4.23714 -5.82600 0.29
H -0.93709 -0.86590 2.47390 0.55
C -2.41859 -3.18408 -5.57151 -0.58
H 2.80913 -3.82510 0.96136 0.35
H -3.24132 -4.21405 0.63810 0.39
C -5.62424 1.73617 -0.81691 0.32
H 2.87829 -1.13804 -1.56241 -0.17
N -4.55988 1.29529 -0.16054 -0.26
C 5.18743 -3.27164 -0.17040 -2.00
C 6.34943 0.06452 0.25801 -1.15
H -5.66643 3.47593 3.06699 0.26
C 3.99140 -2.31310 -0.09076 2.00
H 4.45965 -2.66985 2.49840 0.61
C 5.61789 -0.78916 1.30720 -1.87
C 5.03047 3.56488 0.94535 -0.93
H -5.81720 2.50318 -2.80806 0.32
C -5.90285 2.26899 1.30956 0.98
H 0.10998 4.08868 -0.92137 0.42
H 6.10939 -2.77356 -0.47092 0.34
H 1.34982 -1.75588 -6.04463 0.31
H 0.63416 -0.26962 -5.39625 0.30
H -4.02448 1.63046 3.26533 -0.15
C -6.37277 2.76805 2.63350 -1.28
N -2.33605 2.05444 1.85928 1.18
N 1.81042 -0.35003 1.07341 1.58
H 5.48262 1.20951 -2.07087 0.36
C -3.57162 -2.38992 2.67680 -1.40
C 0.96503 -0.24897 0.05213 -1.24
N -3.38515 -0.23370 2.21939 1.17
N -4.73025 1.61768 1.14904 0.85
C 0.80134 -1.33266 -5.20289 -0.75
C 5.34489 1.85996 -1.21540 -0.10
N -0.27067 -0.46256 0.46894 1.15
H -1.30454 3.95337 4.44027 0.40
H -1.71057 -1.37392 -6.59961 0.31
H -4.38631 -1.57632 5.14415 0.40
H 3.45000 0.52092 1.92917 0.74
C 3.86473 -1.58819 -1.43544 -1.10
H -2.61059 -3.54867 -3.43847 0.27
H -1.69591 -3.41736 0.30743 0.15
H 6.24367 -1.65939 1.51371 0.53
H 5.99791 2.05326 2.08913 0.47
C 4.56161 3.92711 -0.30855 0.39
C -0.11496 -0.66894 1.80508 -1.01
O 3.82263 -1.96729 2.32687 -0.67
C 5.77773 1.44565 0.03925 0.21
```

net charge: +1
Kohn-Sham gap: 8.96 eV